Entry 1:
Computed, not measured: a 2-piece molecular cluster, C18H22Cl2N3 overall, with ωB97M-V/def2-TZVPD.

Summary:
frontier orbital gap: 5.597 eV
charge: +1
molecular weight: 351.30 g/mol
ΔE to the lowest compared entry with this formula, charge and spin: 0.0 kJ/mol
HOMO: -11.1 eV

Each line ends with the Löwdin charge.
Positions of all 45 atoms, in Å:
Cl  -6.4007  3.9880  -0.0415  0.75
C  -4.9232  3.1196  0.0559  -0.64
C  -4.8555  1.7942  -0.4072  -0.07
C  -3.6322  1.1340  -0.4377  0.01
C  -2.4173  1.7937  -0.0929  -0.18
C  -1.1413  1.2081  -0.3714  0.13
C  0.0280  1.9708  -0.5842  -0.17
C  1.3271  1.3855  -0.4909  0.02
C  2.4346  2.1622  -0.1685  -0.06
C  2.3066  3.5670  -0.2078  -0.63
Cl  3.6134  4.5517  0.2866  0.77
C  1.1142  4.1609  -0.6564  -0.07
C  -0.0111  3.3802  -0.8461  0.00
C  -2.5515  3.0674  0.5382  -0.01
C  -3.7677  3.7423  0.5719  -0.06
H  -5.7653  1.3003  -0.7600  0.12
H  -3.5844  0.0960  -0.7669  0.13
H  -1.0575  0.1358  -0.4275  0.08
H  1.4038  0.3074  -0.6248  0.10
H  3.3884  1.7082  0.1071  0.12
H  1.0814  5.2380  -0.8029  0.12
H  -0.9428  3.8411  -1.1726  0.13
H  -1.6722  3.5348  0.9706  0.12
H  -3.8346  4.7591  0.9443  0.12
C  2.8703  -3.3130  1.7631  -0.05
N  1.9473  -2.3287  1.2337  -0.14
C  2.0203  -1.0483  1.9135  -0.07
C  1.0070  -2.4264  0.2333  -0.38
N  0.1509  -1.4310  0.1410  0.03
N  1.0080  -3.4332  -0.7253  -0.15
C  1.4431  -4.8101  -0.5780  -0.06
C  0.1314  -3.2944  -1.8865  -0.07
H  2.6357  -4.3207  1.4356  0.05
H  3.9119  -3.0659  1.5064  0.10
H  2.8011  -3.3073  2.8617  0.10
H  1.1577  -0.4529  1.6068  0.06
H  2.0330  -1.1784  3.0033  0.09
H  2.9347  -0.5148  1.6195  0.09
H  -0.6361  -1.7169  -0.4357  0.02
H  2.3248  -4.8959  0.0517  0.05
H  0.6335  -5.4580  -0.1941  0.11
H  1.7234  -5.1765  -1.5757  0.09
H  -0.0396  -2.2361  -2.0997  0.08
H  0.6361  -3.7291  -2.7569  0.09
H  -0.8345  -3.8087  -1.7328  0.10

=====

Entry 2:
Computed, not measured: C18H22CsN4O4STe as an isolated structure, with ωB97M-V/def2-TZVPD.

Summary:
frontier orbital gap: 5.864 eV
charge: -1
molecular weight: 650.97 g/mol
ΔE to the lowest compared entry with this formula, charge and spin: 48.3 kJ/mol
HOMO: -4.3 eV

Each line ends with the Löwdin charge.
Positions of all 51 atoms, in Å:
Cs  0.7745  0.1379  0.6615  1.04
O  3.6080  3.3786  -0.2140  -0.38
S  2.4923  2.6337  -0.7807  0.16
O  2.0943  3.1121  -2.1091  -0.42
O  2.7856  1.1621  -0.8150  -0.66
O  1.2760  2.7693  0.1478  -0.84
Te  -1.1505  3.2505  -0.5870  1.41
C  -3.1606  3.9237  -0.9599  -0.54
C  -4.2365  3.1472  -0.5348  -0.17
C  -5.5474  3.4983  -0.8378  -0.12
C  -5.8073  4.6519  -1.5621  -0.12
C  -4.7450  5.4427  -1.9846  -0.10
C  -3.4393  5.0771  -1.6940  -0.14
C  -0.4885  5.2002  -0.1455  -0.50
C  -1.2447  6.0328  0.6704  -0.15
C  -0.8023  7.3191  0.9541  -0.11
C  0.4026  7.7666  0.4312  -0.11
C  1.1572  6.9282  -0.3782  -0.08
C  0.7175  5.6457  -0.6776  -0.11
H  -4.0497  2.2549  0.0546  0.08
H  -6.3662  2.8758  -0.4952  0.09
H  -6.8267  4.9355  -1.7938  0.09
H  -4.9359  6.3459  -2.5527  0.09
H  -2.6207  5.6991  -2.0379  0.10
H  -2.1808  5.6788  1.0856  0.09
H  -1.3943  7.9636  1.5936  0.09
H  0.7549  8.7656  0.6605  0.09
H  2.1046  7.2651  -0.7808  0.10
H  1.3102  4.9885  -1.3048  0.07
C  -1.5232  -3.6136  0.5329  -0.18
N  -0.0874  -3.3385  0.4059  -0.12
C  0.6198  -4.1530  1.4005  -0.18
N  0.3614  -5.5858  1.2344  -0.09
C  -1.0846  -5.7998  1.3389  -0.18
N  -1.8373  -5.0321  0.3436  -0.09
C  -1.3618  -5.4265  -0.9865  -0.18
N  0.0758  -5.2021  -1.1535  -0.09
C  0.3428  -3.7789  -0.9288  -0.17
C  0.7781  -5.9655  -0.1198  -0.18
H  -2.0639  -3.0276  -0.2131  0.13
H  -1.8570  -3.3064  1.5266  0.13
H  0.2993  -3.8498  2.3999  0.13
H  1.6928  -3.9728  1.3075  0.13
H  -1.4152  -5.5060  2.3375  0.12
H  -1.2959  -6.8623  1.2002  0.12
H  -1.9014  -4.8504  -1.7407  0.13
H  -1.5750  -6.4869  -1.1377  0.12
H  -0.1865  -3.1938  -1.6832  0.13
H  1.4134  -3.5944  -1.0358  0.13
H  1.8519  -5.7963  -0.2207  0.13
H  0.5765  -7.0289  -0.2659  0.12

=====

Entry 3:
Computed, not measured: C18H22F3N6O2PRbS as an isolated structure at a distorted geometry, with ωB97M-V/def2-TZVPD.

Summary:
frontier orbital gap: 7.484 eV
charge: +1
molecular weight: 559.92 g/mol
ΔE to the lowest compared entry with this formula, charge and spin: 86.6 kJ/mol
HOMO: -10.0 eV

Each line ends with the natural charge from an NBO analysis.
Positions of all 54 atoms, in Å:
Rb  0.0469  0.3959  0.7637  0.95
F  -0.2729  4.4463  -5.5152  -0.33
C  -0.3651  3.6426  -4.4367  0.98
F  -1.6530  3.3078  -4.3170  -0.31
F  -0.0269  4.3861  -3.3749  -0.31
C  0.5386  2.4403  -4.5915  -0.21
C  1.2411  2.2936  -5.7569  -0.09
C  2.1150  1.2072  -5.9419  -0.30
C  2.2435  0.3403  -4.9047  0.07
N  1.5488  0.4765  -3.7540  -0.54
C  0.6634  1.4730  -3.5428  0.14
S  -0.2452  1.5462  -2.1110  -0.39
H  1.1275  3.0238  -6.5452  0.25
H  2.6749  1.0773  -6.8549  0.24
H  2.9142  -0.5110  -4.9270  0.20
N  -1.4979  1.3080  4.8672  -0.57
C  -1.5707  2.3743  3.9803  0.39
C  -2.1307  3.5645  4.4769  -0.28
C  -2.2362  4.6479  3.6402  -0.14
C  -1.7924  4.5398  2.3236  -0.28
C  -1.2585  3.3342  1.9357  0.05
N  -1.1334  2.2623  2.7362  -0.51
C  -1.0261  0.0060  4.7730  0.40
C  -1.1145  -0.7681  5.9449  -0.28
C  -0.6622  -2.0628  5.9217  -0.14
C  -0.1269  -2.5715  4.7405  -0.29
C  -0.0853  -1.7366  3.6472  0.04
N  -0.5253  -0.4707  3.6416  -0.51
H  -1.8543  1.5313  5.7806  0.40
H  -2.4731  3.6207  5.5025  0.22
H  -2.6641  5.5724  4.0047  0.23
H  -1.8644  5.3622  1.6275  0.23
H  -0.9138  3.2046  0.9120  0.19
H  -1.5308  -0.3431  6.8495  0.22
H  -0.7197  -2.6728  6.8138  0.23
H  0.2519  -3.5815  4.6793  0.22
H  0.3352  -2.0936  2.7116  0.20
N  2.3732  -1.1960  -2.0871  -0.79
C  1.9811  -2.6196  -2.1035  -0.61
P  0.5659  -2.8447  -0.9986  2.15
O  -0.7344  -2.5466  -1.7246  -1.10
O  0.9063  -2.1846  0.2885  -1.17
C  0.3659  -4.6959  -0.8095  -0.62
N  -1.0010  -4.9686  -1.3655  -0.73
H  2.4085  -0.8629  -1.1276  0.40
H  1.7069  -0.2980  -2.9199  0.44
H  3.3282  -1.1181  -2.4308  0.39
H  2.7846  -3.2557  -1.7194  0.22
H  1.7486  -2.9180  -3.1254  0.23
H  0.4013  -4.9461  0.2475  0.25
H  1.1141  -5.2835  -1.3357  0.24
H  -1.2543  -3.9085  -1.6972  0.48
H  -1.6521  -5.2949  -0.6581  0.43
H  -1.0003  -5.6318  -2.1335  0.42

=====

Entry 4:
Computed, not measured: a 3-piece molecular cluster, C18H22F4N2O4 overall at a distorted geometry, with ωB97M-V/def2-TZVPD.

Summary:
frontier orbital gap: 7.544 eV
molecular weight: 406.38 g/mol
ΔE to the lowest compared entry with this formula, charge and spin: 624.0 kJ/mol
HOMO: -8.9 eV
SMILES string: FC(F)C(F)(F)c1cnc2ccccc2n1.CCOC(C)=O.CCOC(C)=O

Each line ends with the natural charge from an NBO analysis.
Positions of all 50 atoms, in Å:
F  7.0843  1.8808  5.3147  -0.34
C  6.6641  1.5242  3.9772  0.51
F  7.9012  1.2863  3.2556  -0.34
C  5.8448  2.6959  3.2445  0.61
F  6.0856  3.9364  3.9488  -0.33
F  6.4625  2.8679  1.9434  -0.33
C  4.2823  2.4357  3.0995  0.08
C  3.4444  3.3897  2.2004  0.02
N  2.0411  3.3141  1.9539  -0.35
C  1.5169  2.1640  2.6453  0.13
C  -0.0327  1.8752  2.4694  -0.21
C  -0.7382  0.6523  3.1459  -0.19
C  0.0605  -0.3324  4.0642  -0.21
C  1.5827  -0.0266  4.2602  -0.19
C  2.3114  1.1884  3.5498  0.11
N  3.7188  1.3333  3.8058  -0.36
H  6.1340  0.5159  4.0227  0.19
H  4.0130  4.2541  1.6858  0.23
H  -0.7259  2.5491  1.8396  0.24
H  -1.8528  0.4536  2.9927  0.24
H  -0.3544  -1.2430  4.6054  0.24
H  2.2031  -0.7057  4.9396  0.24
O  -1.2538  -0.9691  -0.5450  -0.58
C  -1.7168  -0.0232  -1.1462  0.80
O  -0.9076  0.9660  -1.5680  -0.51
C  -1.3224  2.0439  -2.4211  -0.07
C  -1.9735  3.1523  -1.6192  -0.64
C  -3.1994  0.1011  -1.3533  -0.76
H  -1.9591  1.6775  -3.2307  0.18
H  -0.4144  2.4282  -2.8924  0.20
H  -2.8768  2.8072  -1.1117  0.21
H  -2.2409  3.9903  -2.2672  0.22
H  -1.2928  3.5104  -0.8423  0.22
H  -3.6560  0.4944  -0.4427  0.24
H  -3.6038  -0.8924  -1.5590  0.28
H  -3.4773  0.7254  -2.1996  0.21
O  -4.2964  -3.2028  -1.4177  -0.58
C  -3.4752  -3.5659  -2.2316  0.81
O  -3.2483  -2.8278  -3.3332  -0.52
C  -2.1918  -3.0792  -4.2734  -0.07
C  -2.5979  -4.1394  -5.2768  -0.64
C  -2.7643  -4.8788  -2.0675  -0.74
H  -1.2595  -3.3209  -3.7566  0.18
H  -2.0181  -2.1365  -4.7982  0.20
H  -2.8026  -5.0968  -4.7932  0.21
H  -1.8097  -4.2894  -6.0185  0.22
H  -3.5156  -3.8444  -5.7922  0.22
H  -3.4176  -5.6835  -2.4107  0.24
H  -2.5434  -5.0207  -1.0075  0.25
H  -1.8116  -4.9349  -2.5889  0.22

=====

Entry 5:
Computed, not measured: C18H22F6IrN3O10S2 as an isolated structure at a distorted geometry, with ωB97M-V/def2-TZVPD.

Summary:
⟨S²⟩: 6.026
frontier orbital gap (alpha / beta): 7.801 / 5.945 eV
multiplicity: 5
molecular weight: 810.72 g/mol
ΔE to the lowest compared entry with this formula, charge and spin: 47.1 kJ/mol
HOMO (alpha / beta): -7.8 / -8.0 eV

Each line ends with the natural charge from an NBO analysis.
Positions of all 62 atoms, in Å:
Ir  0.3778  0.3957  -0.3057  1.49
C  -6.1606  0.4933  -1.5898  -0.25
O  -5.9598  -0.7010  -0.8661  -0.48
C  -4.6953  -1.1221  -0.6614  0.35
C  -4.5649  -2.2962  0.1103  -0.31
C  -3.3226  -2.7791  0.4277  -0.12
C  -2.1456  -2.1390  0.0052  -0.33
C  -0.8445  -2.5483  0.4805  0.66
C  -0.6185  -3.9714  0.9084  -0.72
O  0.1007  -1.7448  0.5935  -0.74
C  -2.2670  -0.9893  -0.8578  0.43
O  -1.2699  -0.4328  -1.4330  -0.74
C  -3.5661  -0.5004  -1.1449  -0.35
H  -7.2383  0.6419  -1.6233  0.20
H  -5.7726  0.4015  -2.6075  0.18
H  -5.6858  1.3436  -1.0927  0.18
H  -5.4689  -2.7759  0.4515  0.22
H  -3.2506  -3.6401  1.0749  0.21
H  -1.3608  -4.6392  0.4839  0.23
H  -0.6240  -4.0363  1.9966  0.24
H  0.3778  -4.2492  0.5664  0.27
H  -3.6043  0.3907  -1.7487  0.23
C  2.0545  4.1074  -2.3446  -0.68
C  1.1761  3.0388  -1.7799  0.25
N  1.6215  1.8687  -1.4770  -0.20
O  2.9602  1.6208  -1.6242  -0.54
C  -0.2292  3.2661  -1.5571  0.06
C  -0.9072  4.4971  -2.0917  -0.66
N  -0.8800  2.3655  -0.8883  0.06
O  -2.0878  2.3525  -0.5992  -0.34
H  2.9449  3.6544  -2.7722  0.26
H  2.3734  4.7723  -1.5446  0.24
H  1.5365  4.6978  -3.0946  0.23
H  3.0450  0.6586  -1.5140  0.51
H  -0.4398  5.3993  -1.7034  0.23
H  -1.9506  4.4798  -1.7894  0.25
H  -0.8546  4.5109  -3.1797  0.23
F  4.7539  -1.7307  -1.4153  -0.33
C  3.9045  -2.7015  -1.7769  0.73
F  4.4229  -3.8641  -1.3870  -0.31
F  3.8506  -2.6979  -3.1105  -0.31
S  2.2497  -2.3371  -0.9448  2.29
O  2.0041  -1.0030  -1.4508  -0.99
O  1.3890  -3.3956  -1.3415  -0.89
N  2.7535  -2.4308  0.5388  -1.20
S  2.7208  -1.2113  1.5126  2.28
O  2.2004  -1.5084  2.8096  -0.92
O  2.3572  0.0647  0.9466  -0.98
C  4.5641  -0.9097  1.8231  0.73
F  5.2846  -2.0233  1.9363  -0.31
F  5.0720  -0.1963  0.8171  -0.31
F  4.7328  -0.1945  2.9417  -0.32
C  1.4129  1.8003  3.6108  -0.73
C  0.3675  1.2007  2.7206  0.69
C  -0.3907  0.0437  3.2705  -0.76
O  0.1744  1.6465  1.5964  -0.64
H  0.9495  2.3069  4.4556  0.24
H  2.0171  2.5027  3.0445  0.24
H  2.0486  1.0061  3.9973  0.26
H  -0.7162  0.2337  4.2905  0.24
H  0.3141  -0.7919  3.2766  0.29
H  -1.2363  -0.2009  2.6301  0.24